No. 1
The following is a quantum chemistry calculation of an isolated molecule of C3H3Br2ClO at a distorted geometry, from the Open Molecules 2025 dataset.

ORCA input file:
```
! RIJCOSX wB97M-V def2-TZVPD def2/J DEFGRID3
* xyz 0 1
C 0.5982 0.1137 0.2447
C 1.9361 -0.4013 0.1283
C -1.7077 -0.0481 -0.0870
O -0.4783 -0.5944 0.3944
Cl 0.3708 1.8366 0.2406
Br 3.3646 0.8978 -0.2487
Br 2.3874 -2.2465 0.1894
H -2.6445 -0.6610 0.1092
H -1.7697 0.1544 -1.1994
H -2.0568 0.9488 0.2284
*
```

Results
- energy above the lowest of the compared OMol25 structures with the same formula, charge and spin (kJ/mol) = 214.4
- Kohn-Sham gap (eV) = 8.99
- highest occupied orbital energy (eV) = -8.5654
- structure (SMILES) = COC(Cl)=C(Br)Br

For each atom in turn, the Mulliken charge in e is: 0.822, -0.300, -0.815, -0.278, -0.192, -0.115, -0.090, 0.269, 0.362, 0.338

***

No. 2
The following is a quantum chemistry calculation of a structure of composition C2F6INO2S at a distorted geometry, from the Open Molecules 2025 dataset.

ORCA input file:
```
! RIJCOSX wB97M-V def2-TZVPD def2/J DEFGRID3
* xyz 0 3
C -2.5092 0.6902 1.8440
C 1.9916 -0.8192 -2.1995
N -1.4123 1.3530 1.3014
O 2.7556 0.7126 -0.0427
O 0.7191 -0.7084 0.1589
F -2.4472 -0.7052 1.8301
F -3.6063 0.8810 1.0997
F -2.7083 1.0729 3.0596
F 1.3613 -2.0070 -2.3602
F 1.1893 0.2716 -2.5868
F 3.0067 -0.8526 -2.9951
S 2.2334 -0.6114 -0.2293
I -0.8328 0.6474 -0.3180
*
```

Results
- Kohn-Sham gap (spin up / spin down) (eV) = 8.31 / 5.38
- highest occupied orbital energy (spin up / spin down) (eV) = -8.6101 / -9.8817

For each atom in turn, the Mulliken charge in e is: 0.760, 0.647, -0.435, -0.497, -0.417, -0.245, -0.256, -0.202, -0.227, -0.252, -0.195, 0.566, 0.754

***

No. 3
The following is a quantum chemistry calculation of a structure of composition C24H40Br4ClFIN6O6P2S at a distorted geometry, from the Open Molecules 2025 dataset.

ORCA input file:
```
! RIJCOSX wB97M-V def2-TZVPD def2/J DEFGRID3
* xyz 1 1
C 4.0215 -0.2507 -2.4011
C 3.9312 1.2507 -1.7586
C 2.4030 1.9335 -1.8649
C 1.6431 2.0033 -0.4280
C 2.0552 3.4917 0.1331
C 0.0850 1.4331 -0.2681
C -0.2913 2.0530 1.1925
C -0.7587 3.6047 1.3603
N -0.3627 4.2407 2.5467
C -0.7761 2.0964 -1.4731
I -2.9639 2.4642 -1.1723
C -0.4464 3.6010 -2.0143
C -1.6184 4.2246 -3.0397
O -1.9397 3.7403 -4.2346
Cl -2.5129 5.8306 -2.5815
N -0.8224 1.3477 -2.7822
C -1.0836 -0.0683 -2.7369
N -2.4480 -0.6321 -2.6224
P -0.5008 -0.8145 -4.4545
N -1.7794 -1.9502 -5.0800
O -0.4470 0.4008 -5.6955
C 0.0604 -0.7056 -1.6699
P -0.1232 -2.4781 -2.2400
O -0.2349 -3.7801 -1.0919
Br 2.0120 -3.0490 -3.0940
N 0.0099 -0.1538 -0.2713
C 1.2132 -0.7649 0.4024
C 1.6057 -2.1976 0.7880
C 0.9483 -3.2074 1.8410
N 1.2904 -2.7023 3.2614
C 0.7948 -3.6911 4.3013
C -0.0614 -2.8764 5.4629
C -0.1730 -1.2320 5.5455
C -1.0359 -0.3921 6.6620
C -1.8304 -1.2811 7.8069
C -1.7196 -2.9284 7.7623
C -0.8576 -3.7327 6.6146
O -0.7473 -5.2219 6.5549
S -1.2804 -0.7840 0.7262
O -1.8638 -2.1513 0.4523
O -2.6471 -0.0380 0.7298
F -0.8840 -0.8048 2.4387
H 5.0046 -0.3621 -3.0334
H 3.1253 -0.3311 -3.1859
H 3.9478 -1.1097 -1.5889
H 4.6954 1.9171 -2.3906
H 4.3569 1.2878 -0.6529
H 2.6700 3.0522 -2.2087
H 1.7938 1.5451 -2.7792
H 2.4177 1.4586 0.3134
H 1.6052 4.4116 -0.3996
H 3.2300 3.5843 -0.0914
H 2.0166 3.5836 1.3241
H 0.6793 1.8938 1.8772
H -1.1322 1.6097 1.8440
H -1.4212 4.2647 0.6731
H 0.1976 3.5950 3.1406
H 0.5206 3.7024 -2.6873
H -0.3758 4.4445 -1.2132
H -0.2306 1.7536 -3.5240
H -2.7470 -0.9766 -1.6996
H -3.1607 -0.0513 -3.1147
H -2.5604 -1.4194 -5.5215
H -2.0958 -2.6041 -4.3343
H -0.8789 0.0141 -6.5375
H 1.0715 -0.3740 -2.2279
H 0.5889 -4.3345 -1.0192
H 2.1143 -0.5515 -0.3693
H 1.3900 -0.1013 1.3845
H 2.7013 -2.0693 1.2873
H 1.9292 -2.8450 -0.1684
H -0.1561 -3.5330 1.7274
H 1.5737 -4.2266 1.7714
H 2.3363 -2.6405 3.3693
H 1.7511 -4.1450 4.8493
H 0.2109 -4.6126 3.8558
H 0.3867 -0.6152 4.7115
H -1.0480 0.7819 6.6094
H -2.4220 -0.6709 8.6343
H -2.2881 -3.5395 8.5866
H 0.1568 -5.3990 6.9903
C -4.2479 1.5449 -5.5259
Br -5.3452 0.5700 -4.2492
Br -4.3674 0.7841 -7.3123
Br -4.6502 3.4481 -5.5213
H -3.2077 1.4371 -5.2014
*
```

Results
- Kohn-Sham gap (eV) = 4.48
- highest occupied orbital energy (eV) = -10.2784

For each atom in turn, the Mulliken charge in e is: -0.465, -0.626, -0.748, -0.100, -1.138, 2.304, -0.640, -0.228, -0.665, -3.151, 0.192, 0.272, 0.092, -0.453, -0.140, 0.700, -0.750, 0.117, 0.537, -0.631, -0.485, 1.137, 0.120, -0.542, -0.179, 1.103, 0.108, -1.036, -0.968, -0.140, -0.688, 0.566, -0.287, -0.456, -0.352, -0.436, 0.140, -0.517, 0.960, -0.558, -0.542, -0.132, 0.346, 0.010, 0.111, 0.372, 0.249, 0.534, 0.234, 0.396, 0.222, 0.438, 0.272, 0.458, 0.267, 0.260, 0.314, 0.168, 0.511, 0.489, 0.217, -0.002, 0.240, 0.354, 0.361, -1.065, 0.423, -0.752, 0.367, 0.425, 0.344, 0.492, 0.479, 0.254, 0.272, 0.301, 0.107, 0.284, 0.280, 0.312, 0.350, 0.658, -0.040, -0.054, -0.026, -0.530

***

No. 4
The following is a quantum chemistry calculation of a cluster of 2 separate species, C4H10N2S in total at a distorted geometry, from the Open Molecules 2025 dataset.

ORCA input file:
```
! RIJCOSX wB97M-V def2-TZVPD def2/J DEFGRID3
* xyz 0 1
C -2.9953 -0.8722 0.2147
C -1.7578 -0.8905 0.6594
C 3.2047 -0.5949 0.0875
C 2.4673 0.1547 -0.7125
N -1.5501 0.6736 -1.4069
N -0.0575 1.3193 0.8356
S -0.5615 0.1380 -0.3739
H -3.8377 -1.0587 0.7773
H -3.0103 -0.2179 -0.7600
H -1.3267 -1.2142 1.5905
H 3.4149 -0.2322 1.1065
H 0.6009 0.8338 1.5150
H 3.5186 -1.5308 -0.3139
H 2.0877 -0.2127 -1.8011
H 1.9572 1.0050 -0.4258
H -1.2747 0.9220 -2.3307
H -0.8797 1.7777 1.3384
*
```

Results
- energy above the lowest of the compared OMol25 structures with the same formula, charge and spin (kJ/mol) = 443.4
- Kohn-Sham gap (eV) = 9.60
- highest occupied orbital energy (eV) = -8.7761

For each atom in turn, the Mulliken charge in e is: -0.439, -0.522, -0.418, -0.634, -0.711, -0.586, 0.476, 0.350, 0.347, 0.303, 0.237, 0.243, 0.239, 0.135, 0.493, 0.202, 0.285

***

No. 5
The following is a quantum chemistry calculation of a structure of composition C9H11ClIrN2O2S at a distorted geometry, from the Open Molecules 2025 dataset.

ORCA input file:
```
! RIJCOSX wB97M-V def2-TZVPD def2/J DEFGRID3
* xyz 2 6
Cl 2.2866 -4.0601 0.8364
C 1.5518 1.6765 0.5395
C 0.8490 2.0928 -0.6428
C 1.1582 1.1698 -1.7070
H 0.1902 2.9733 -0.7323
C 2.0779 0.1587 -1.1842
C 2.3166 0.4859 0.2216
H 2.9745 -0.0992 0.8858
H 1.5383 2.1743 1.5231
H 0.8004 1.1968 -2.7529
C 2.7284 -0.9563 -1.9668
Ir 0.2757 -0.2296 -0.1690
C -1.4725 -0.5607 -1.1264
O -2.3621 -0.8786 -1.8469
C 0.1072 -1.4693 1.3002
O -0.0868 -2.2243 2.1478
H 2.0432 -1.2539 -2.7684
H 2.9085 -1.7937 -1.2818
H 3.6707 -0.5978 -2.4006
N -4.1263 -0.8360 1.7237
C -3.4420 0.2878 1.5949
N -3.8151 1.4880 2.0001
S -1.8890 0.3971 0.9772
H -5.0116 -0.8116 2.1344
H -3.7492 -1.6888 1.4033
H -3.2031 2.2665 1.8600
H -4.6753 1.6306 2.4170
*
```

Results
- energy above the lowest of the compared OMol25 structures with the same formula, charge and spin (kJ/mol) = 24.9
- Kohn-Sham gap (spin up / spin down) (eV) = 6.08 / 5.85
- highest occupied orbital energy (spin up / spin down) (eV) = -13.1091 / -17.0685

For each atom in turn, the Mulliken charge in e is: 0.002, -0.369, -0.482, -0.582, 0.448, 0.387, -0.606, 0.566, 0.435, 0.543, -0.962, 0.991, 0.270, -0.332, 0.402, -0.301, 0.354, 0.277, 0.343, -0.280, 0.818, -0.355, -0.384, 0.213, 0.214, 0.179, 0.210

***

No. 6
The following is a quantum chemistry calculation of an isolated molecule of C4H12N2 at a distorted geometry, from the Open Molecules 2025 dataset.

ORCA input file:
```
! RIJCOSX wB97M-V def2-TZVPD def2/J DEFGRID3
* xyz 0 1
C 2.0856 -0.6938 0.1320
C 0.7885 0.1644 0.1548
C -0.2453 -0.4778 -0.7890
C -1.7092 -0.0861 -0.5501
N -1.8366 1.3529 -0.7099
N 0.2548 0.1733 1.5359
H 2.4752 -0.6473 -0.8846
H 1.8446 -1.6933 0.4745
H 2.8447 -0.1499 0.6977
H 1.0495 1.1870 -0.0994
H -0.0294 -0.1736 -1.8197
H -0.0007 -1.5350 -0.7412
H -2.0499 -0.4962 0.4029
H -2.2376 -0.6346 -1.3336
H -2.8108 1.5925 -0.6873
H -1.4040 1.8000 0.0910
H 0.5935 -0.6617 2.0078
H 0.3873 0.9794 2.1182
*
```

Results
- energy above the lowest of the compared OMol25 structures with the same formula, charge and spin (kJ/mol) = 51.0
- Kohn-Sham gap (eV) = 10.14
- highest occupied orbital energy (eV) = -9.0133
- structure (SMILES) = C[C@H](N)CCN

For each atom in turn, the Mulliken charge in e is: -1.551, 0.183, -0.729, -0.485, -0.621, -0.514, 0.355, 0.464, 0.375, 0.385, 0.272, 0.347, 0.266, 0.397, 0.232, 0.229, 0.209, 0.186

***

No. 7
The following is a quantum chemistry calculation of an isolated molecule of C18H21NO4, from the Open Molecules 2025 dataset.

ORCA input file:
```
! RIJCOSX wB97M-V def2-TZVPD def2/J DEFGRID3
* xyz 0 1
C -0.0212 3.4131 -3.2444
H 0.7954 3.2480 -3.9549
O -0.8497 2.2830 -3.1355
C -0.2981 1.1135 -2.6973
C 1.0293 0.9499 -2.3151
C 1.4726 -0.2817 -1.8728
C 0.6104 -1.3725 -1.7993
C -0.7163 -1.2120 -2.1842
C -1.1577 0.0192 -2.6285
H -2.1859 0.1547 -2.9234
H -1.4180 -2.0287 -2.1251
O 1.1710 -2.5269 -1.3106
C 0.4426 -3.7349 -1.3054
C -0.4465 -3.9721 -0.0572
O -1.7060 -3.3604 -0.1746
H -1.6889 -2.5242 0.3102
C 0.2649 -3.5471 1.2400
N 0.2874 -2.1103 1.3699
C -0.2777 -1.4587 2.4211
O -0.8360 -2.0391 3.3312
C -0.1691 0.0258 2.3475
C -0.0001 0.7432 3.5278
C 0.0832 2.1209 3.5017
C -0.0225 2.8182 2.3025
C -0.2178 2.0974 1.1309
C -0.2876 0.7170 1.1462
H -0.4650 0.1907 0.2199
H -0.3273 2.6200 0.1916
C 0.0819 4.3121 2.2795
H -0.3948 4.7459 3.1557
H 1.1306 4.6115 2.2872
H -0.3819 4.7216 1.3853
H 0.2234 2.6673 4.4233
H 0.0645 0.2016 4.4595
H 0.8516 -1.5994 0.7095
H 1.2807 -3.9535 1.2482
H -0.2874 -3.9268 2.1042
H -0.6356 -5.0528 -0.0208
H -0.1753 -3.8306 -2.2043
H 1.2104 -4.5141 -1.3245
H 2.5006 -0.4153 -1.5736
H 1.7292 1.7690 -2.3538
H 0.3974 3.7041 -2.2747
H -0.6612 4.2134 -3.6129
*
```

Results
- energy above the lowest of the compared OMol25 structures with the same formula, charge and spin (kJ/mol) = 102.3
- Kohn-Sham gap (eV) = 8.89
- highest occupied orbital energy (eV) = -8.2275
- structure (SMILES) = COc1ccc(OC[C@H](O)CNC(=O)c2ccc(C)cc2)cc1

For each atom in turn, the Mulliken charge in e is: -0.793, 0.343, -0.453, 0.684, -0.137, -0.315, 0.001, -0.365, -0.914, 0.422, 0.491, -0.503, -0.907, 0.291, -0.629, 0.365, -0.979, -0.201, 0.444, -0.657, 0.014, -0.705, -0.552, 0.949, -0.742, -0.115, 0.533, 0.400, -1.519, 0.403, 0.290, 0.366, 0.396, 0.454, 0.213, 0.368, 0.430, 0.464, 0.364, 0.473, 0.424, 0.386, 0.273, 0.246

***

no.,E (Ha)
1,-5799.49249
2,-1576.31207
3,-13952.06808
4,-665.93406
5,-1571.38567
6,-269.09693
7,-1054.22757